No. 1
ORCA calculation (ωB97M-V with the def2-TZVPD basis set) on a cluster of 2 separate species, CH4N2O2 in total at a distorted geometry.

total charge	0
ΔE to the lowest compared entry with this formula, charge and spin	64.7	kcal/mol
multiplicity	3
E_HOMO (alpha / beta)	-10.1 / -11.1	eV
Kohn-Sham gap (alpha / beta)	10.7124 / 8.4300	eV

Each line ends with the natural charge from an NBO analysis.
Geometry (Å):
C (-1.1003, -0.3943, -0.7040)  -0.050
N (1.1950, 0.3632, 0.5535)  -0.591
N (-2.1985, 0.0729, -0.0020)  0.416
O (-2.7802, -0.7215, 0.7201)  -0.386
O (-2.5321, 1.2347, -0.1766)  -0.393
H (-0.7178, 0.2078, -1.5115)  0.200
H (-0.7872, -1.4131, -0.5641)  0.204
H (0.8646, 0.1363, 1.4893)  0.300
H (1.0148, 1.3535, 0.4002)  0.300


No. 2
ORCA calculation (ωB97M-V with the def2-TZVPD basis set) on a structure of composition C17H32CeNO2P2 at a distorted geometry.

total charge	+2
ΔE to the lowest compared entry with this formula, charge and spin	2.0	kcal/mol
multiplicity	2
E_HOMO (alpha / beta)	-15.1 / -15.1	eV
Kohn-Sham gap (alpha / beta)	7.2691 / 5.8676	eV

Each line ends with the Mulliken spin population.
Geometry (Å):
Ce (-0.0424, 0.9954, -0.5686)  0.224
P (1.6522, -1.0506, -1.5367)  0.001
C (0.4410, -1.8348, -2.7113)  0.002
C (-1.0365, -1.7525, -2.3467)  0.002
N (-1.4688, -1.0116, -1.2966)  0.005
C (-2.7335, -1.2144, -0.8473)  0.001
C (-3.6329, -2.0352, -1.5255)  -0.001
C (-3.2370, -2.6433, -2.7099)  0.000
C (-1.9197, -2.4997, -3.1248)  0.000
C (-3.2077, -0.5970, 0.4553)  0.003
P (-2.4954, 1.0479, 0.9436)  0.031
H (-1.5213, -2.9962, -4.0086)  0.000
H (-4.6434, -2.1379, -1.1301)  0.000
H (-3.9380, -3.2296, -3.2886)  0.000
H (-4.3017, -0.4596, 0.4248)  0.001
H (-2.9576, -1.2752, 1.2941)  0.001
H (0.6097, -1.3954, -3.6824)  -0.002
H (0.7405, -2.9008, -2.7532)  0.000
H (-0.2455, 2.1080, -5.6072)  0.000
O (-0.7109, 2.7402, -6.1422)  0.000
H (-1.0678, 2.2106, -6.8854)  0.000
H (1.6308, 1.9114, -1.0373)  0.580
O (-0.0192, 3.0714, -0.6146)  0.131
H (-0.1675, 4.0353, -0.6403)  -0.002
C (-3.5665, 2.1860, -0.0330)  0.001
H (-4.5993, 2.1267, 0.3403)  0.000
H (-3.1848, 3.2104, 0.0890)  0.000
H (-3.5376, 1.9314, -1.1028)  -0.001
C (-3.1325, 1.2753, 2.6228)  0.004
H (-2.6622, 2.1744, 3.0427)  0.000
H (-4.2233, 1.3989, 2.6243)  0.001
H (-2.8474, 0.4165, 3.2438)  0.000
C (2.6388, -2.4754, -1.0200)  0.000
H (3.3087, -2.7979, -1.8285)  0.000
H (3.2429, -2.1743, -0.1563)  0.001
H (1.9822, -3.2952, -0.7047)  -0.001
C (2.8039, -0.2901, -2.7572)  0.024
H (3.5322, 0.3185, -2.2072)  -0.007
H (3.3177, -1.0741, -3.3324)  0.000
H (2.2433, 0.3869, -3.4168)  -0.016
C (1.9498, -0.5111, 4.4493)  0.001
C (2.4803, 0.4886, 3.4162)  0.011
C (2.3051, 1.9163, 3.9508)  0.001
C (3.9679, 0.2119, 3.1684)  0.002
C (1.7632, 0.3319, 2.1662)  -0.010
C (1.2238, 0.1840, 1.0686)  0.012
H (2.4932, -0.4117, 5.3988)  0.000
H (2.0690, -1.5412, 4.0945)  0.000
H (0.8864, -0.3323, 4.6401)  0.000
H (2.8943, 2.0509, 4.8650)  0.000
H (2.6367, 2.6559, 3.2154)  0.000
H (1.2570, 2.1234, 4.1881)  0.000
H (4.1253, -0.8217, 2.8384)  0.000
H (4.3519, 0.8820, 2.3918)  0.000
H (4.5529, 0.3688, 4.0841)  0.000


No. 3
ORCA calculation (ωB97M-V with the def2-TZVPD basis set) on a cluster of 2 separate species, C3H11N3 in total at a distorted geometry.

total charge	-1
ΔE to the lowest compared entry with this formula, charge and spin	25.0	kcal/mol
multiplicity	2
E_HOMO (alpha / beta)	1.2 / -5.5	eV
Kohn-Sham gap (alpha / beta)	3.0088 / 9.6363	eV

Each line ends with the natural charge from an NBO analysis.
Geometry (Å):
C (-1.8909, 0.2720, 1.6598)  -0.879
C (-1.3782, 0.0907, 0.2366)  -0.539
N (-1.1626, -1.4092, -0.0363)  -0.854
H (-1.7665, 1.2917, 2.0013)  0.185
H (-1.1675, -0.3031, 2.2693)  0.194
H (-2.8701, -0.0377, 2.0087)  0.193
H (-0.4936, 0.6296, 0.0167)  0.172
H (-2.0774, 0.4503, -0.5001)  0.151
H (-0.7661, -1.3225, -0.9444)  0.336
H (-2.0849, -1.7468, -0.0513)  0.333
N (2.0126, 0.7266, -0.0281)  -0.904
C (2.4331, 0.0267, -1.1142)  0.229
N (2.8026, 0.4731, -2.2884)  -0.800
H (1.5958, 0.4526, 0.8321)  0.364
H (1.6974, 1.6739, -0.0935)  0.357
H (2.4765, -1.0152, -0.9728)  0.135
H (2.6399, -0.2526, -2.9954)  0.326


No. 4
ORCA calculation (ωB97M-V with the def2-TZVPD basis set) on a structure of composition CH6N2S at a distorted geometry.

total charge	0
ΔE to the lowest compared entry with this formula, charge and spin	30.1	kcal/mol
E_HOMO	-7.8	eV
Kohn-Sham gap	8.3966	eV

Each line ends with the natural charge from an NBO analysis.
Geometry (Å):
S (-1.7140, -1.2273, -0.9214)  -0.687
H (-1.5970, -0.6584, -2.0477)  0.117
N (-0.2204, 1.1496, -0.0006)  -0.764
C (0.8957, 0.4883, 0.2976)  0.340
N (0.7852, -0.7408, 0.8312)  -0.750
H (-1.2302, 0.3157, -0.2159)  0.336
H (0.0320, 2.1146, -0.1906)  0.386
H (1.8330, 1.0412, 0.3393)  0.190
H (1.4339, -1.3974, 0.9529)  0.396
H (-0.2182, -1.0856, 0.9551)  0.436


Across the entries above, total energy takes the values -8170.0148 -55220.9028 -7757.1063 -14948.2830 eV, respectively.